Below is C5H9N2 as an isolated structure at a distorted geometry, with properties calculated with ωB97M-V with the def2-TZVPD basis set.

Results
- Molecular weight: 97.1 g mol⁻¹
- Highest occupied orbital energy: -14.267 eV
- Calculated total energy: -8299.037 eV
- Net charge: +1
- Energy above the lowest of the compared OMol25 structures with the same formula, charge and spin: 6.695 eV
- HOMO-LUMO gap: 9.1 eV

```
16
Properties=species:S:1:pos:R:3:forces:R:3:mulliken_charge:R:1
C -1.936 1.315 -2.521 -1.0 2.0 -1.5 -0.12
C -1.549 -0.521 0.417 0.0 4.1 0.8 -0.41
C -0.200 0.116 0.590 -0.4 -1.9 -2.2 -0.09
C 2.194 -0.021 0.914 4.4 0.0 -1.6 -1.38
C 0.985 -0.775 0.653 -2.0 -0.7 1.0 -0.06
N -1.670 0.582 -1.683 -1.0 2.1 -1.4 0.24
N -1.223 -0.345 -1.004 2.0 -2.9 2.7 -0.45
H -2.278 2.098 -3.279 0.7 -1.6 1.5 0.52
H -1.705 -1.496 0.766 0.1 -1.4 0.0 0.36
H -2.273 0.179 0.865 -0.4 -0.5 -0.7 0.34
H 0.008 1.173 0.417 -0.7 0.0 0.5 0.38
H 2.278 0.766 0.170 0.1 0.4 0.0 0.37
H 3.145 -0.618 0.721 -1.3 0.3 -0.1 0.33
H 2.485 0.384 1.857 -1.0 0.3 1.0 0.38
H 0.786 -1.535 1.424 0.0 0.0 -0.2 0.29
H 0.952 -1.302 -0.307 0.4 -0.1 0.1 0.30
```
Forces are in eV/Å.

=====

Below is C3H10N3OPS as an isolated structure at a distorted geometry, with properties calculated with ωB97M-V with the def2-TZVPD basis set.

Results
- Molecular weight: 167.2 g mol⁻¹
- Highest occupied orbital energy: -8.359 eV
- Calculated total energy: -29913.786 eV
- Net charge: 0
- Energy above the lowest of the compared OMol25 structures with the same formula, charge and spin: 0.704 eV
- HOMO-LUMO gap: 8.9 eV

```
19
Properties=species:S:1:pos:R:3:forces:R:3:mulliken_charge:R:1
C 2.620 1.438 -0.611 2.5 2.9 0.7 -0.79
C 1.687 0.586 -0.970 0.2 1.1 -0.3 0.15
C 1.168 -0.450 -0.022 -2.7 0.6 -3.7 -0.94
N -2.385 -1.494 -0.007 -2.2 2.7 -2.3 -0.53
N -2.880 0.973 1.224 0.9 -1.0 0.3 -0.51
N 0.065 -0.075 0.784 -4.6 1.1 0.9 -0.19
O -2.146 0.748 -1.252 -0.2 0.7 -1.1 -0.61
P -2.049 0.120 0.048 3.1 -0.2 1.9 0.89
S 0.374 0.885 2.107 0.7 1.9 -0.7 -0.28
H 3.142 2.243 -1.240 -1.4 -1.3 0.2 0.21
H 3.047 1.637 0.401 -0.5 -1.2 -0.5 0.25
H 1.314 0.795 -1.962 -0.4 -0.8 -0.3 0.30
H 1.940 -0.637 0.594 2.7 -1.4 2.2 0.59
H 0.815 -1.283 -0.639 0.5 -0.4 0.3 0.25
H -2.454 -1.758 -0.994 0.2 -0.3 0.7 0.29
H -1.848 -2.002 0.575 2.1 -2.6 2.1 0.28
H -3.123 1.851 0.789 0.0 0.3 0.3 0.26
H -2.646 1.018 2.240 -0.1 -0.1 -1.5 0.28
H 0.803 2.202 1.556 -0.7 -1.9 0.7 0.12
```
Forces are in eV/Å.

=====

Below is a 6-piece molecular cluster, C29H69NO11 overall at a distorted geometry, with properties calculated with ωB97M-V with the def2-TZVPD basis set.

Results
- 2S+1: 2
- Molecular weight: 607.9 g mol⁻¹
- Highest occupied orbital energy (spin up / spin down): -10.633 / -10.633 eV
- Calculated total energy: -55186.955 eV
- Net charge: +1
- HOMO-LUMO gap (spin up / spin down): 8.0 / 3.2 eV

```
110
Properties=species:S:1:pos:R:3:forces:R:3:mulliken_charge:R:1
C 1.602 -0.867 2.773 0.6 -1.1 -1.2 -0.49
O 0.503 -0.177 2.222 -0.7 0.8 0.4 -0.01
C 0.574 0.052 0.818 -0.4 0.2 0.4 0.31
C -0.546 1.027 0.324 1.4 -0.7 0.6 -0.55
O -0.294 2.335 0.833 -1.0 -1.5 -0.4 -0.18
C 0.360 3.223 -0.023 0.2 1.4 1.1 -0.76
H 1.827 -1.707 2.117 0.1 -0.3 -0.2 0.03
H 1.445 -1.338 3.743 -0.7 0.6 0.1 0.37
H 2.538 -0.309 2.791 -0.1 0.5 0.1 0.13
H 0.520 -0.918 0.324 -0.1 -0.1 -0.4 0.05
H 1.540 0.491 0.570 0.2 0.1 -0.1 -0.06
H -1.533 0.644 0.582 -0.1 0.3 0.6 0.53
H -0.526 0.990 -0.765 0.2 0.3 -0.3 -0.19
H 1.304 2.893 -0.458 0.0 -0.4 0.0 0.29
H 0.580 4.015 0.693 0.6 0.3 -0.4 0.22
H -0.275 3.721 -0.756 -0.4 -0.5 -0.5 0.26
C 2.921 -1.618 -2.362 0.7 -0.2 -0.5 -0.77
O 2.955 -2.094 -1.061 0.7 -1.1 1.6 0.08
C 4.194 -2.811 -0.720 -0.7 2.1 -0.4 -0.94
C 4.270 -3.258 0.698 -1.0 -0.4 1.3 0.14
O 4.264 -2.233 1.689 0.2 0.9 -1.7 -0.24
C 4.530 -2.701 2.958 0.2 -0.6 1.0 -0.85
H 1.871 -1.435 -2.592 0.1 0.0 -0.3 0.05
H 3.418 -2.319 -3.032 -0.6 -0.6 -0.4 0.38
H 3.533 -0.737 -2.553 -0.1 0.7 0.5 0.29
H 4.983 -2.073 -0.866 0.4 -0.2 -0.3 0.35
H 4.304 -3.673 -1.378 0.1 0.0 -0.1 0.42
H 5.152 -3.887 0.825 0.3 0.0 -0.2 0.51
H 3.412 -3.887 0.934 -0.2 -0.4 -0.2 -0.21
H 4.446 -1.912 3.705 -0.1 0.3 -0.3 0.29
H 5.537 -3.108 3.047 0.2 -0.2 -0.1 0.41
H 3.827 -3.480 3.254 -0.2 -0.2 0.0 0.19
C 0.434 -4.083 -0.791 0.0 1.4 0.3 -0.11
O -0.644 -4.924 -0.532 0.0 -1.8 0.3 -0.43
C -0.319 -6.095 0.294 0.0 2.0 0.1 -0.45
C -0.250 -5.708 1.797 0.8 -1.8 -0.1 -0.57
O 0.949 -5.155 2.348 -0.6 0.8 -0.6 -0.24
C 2.102 -5.975 2.310 -0.7 0.2 0.1 -0.64
H 1.291 -4.497 -1.322 0.0 -0.5 0.1 0.28
H 0.767 -3.555 0.102 0.4 -0.3 0.4 -0.07
H 0.070 -3.254 -1.398 -0.2 -0.1 -0.4 0.09
H 0.592 -6.576 -0.062 0.2 0.1 0.0 0.30
H -1.126 -6.813 0.151 -0.1 0.2 0.1 0.35
H -0.316 -6.662 2.319 -0.6 -0.4 0.1 0.41
H -1.123 -5.112 2.064 0.4 0.3 0.0 0.30
H 1.977 -6.936 2.810 -0.3 -0.2 0.2 0.37
H 2.831 -5.396 2.877 0.3 -0.3 -0.4 0.05
H 2.372 -6.204 1.280 0.5 0.2 0.0 0.31
C 4.114 2.724 0.957 -0.8 -1.1 0.2 -0.67
O 3.094 3.380 1.636 -0.4 2.1 -0.2 -0.40
C 2.589 2.770 2.791 0.0 0.6 0.3 0.48
C 1.668 3.738 3.595 0.8 0.9 -0.5 -0.41
O 2.343 4.854 4.228 -0.5 -0.6 -0.3 -0.46
C 3.095 4.521 5.364 -0.2 -0.6 0.2 -0.64
H 4.236 3.196 -0.018 0.3 0.1 0.2 0.28
H 3.753 1.707 0.806 0.2 -0.6 -0.5 0.11
H 5.035 2.614 1.531 0.3 0.4 0.0 0.34
H 3.452 2.491 3.395 -0.1 -0.4 0.4 0.60
H 2.031 1.896 2.455 -0.3 -0.3 0.5 -0.43
H 1.043 3.188 4.299 0.2 -0.2 0.3 0.36
H 0.983 4.284 2.947 0.0 -0.4 -0.4 -0.04
H 3.864 3.802 5.082 0.5 0.3 0.3 0.26
H 2.501 4.031 6.137 -0.4 -0.2 0.0 0.28
H 3.467 5.422 5.851 0.3 0.0 -0.5 0.27
C -4.692 3.113 5.062 0.0 0.2 -0.4 -0.62
O -3.458 3.671 4.661 0.7 0.8 0.6 -0.44
C -2.713 2.997 3.655 -1.8 -0.2 0.8 -0.54
C -1.952 1.810 4.156 0.8 -2.2 0.1 0.39
O -2.712 0.595 4.409 -0.5 -0.3 -0.2 -0.42
C -1.932 -0.611 4.539 0.1 0.3 -0.6 -0.40
H -5.131 3.761 5.820 0.4 -0.1 0.2 0.26
H -4.589 2.092 5.430 -0.1 0.0 0.0 0.26
H -5.405 3.178 4.239 -0.1 -0.4 -0.3 0.25
H -2.022 3.704 3.199 0.0 0.0 0.2 0.20
H -3.480 2.723 2.931 0.3 -0.5 -0.7 0.37
H -1.420 1.977 5.093 0.2 0.7 0.0 0.33
H -1.220 1.549 3.392 0.3 0.1 -0.1 -0.20
H -1.292 -0.634 5.421 0.1 0.4 0.1 0.31
H -1.340 -0.814 3.647 0.4 0.5 -0.1 -0.06
H -2.525 -1.524 4.593 -0.9 0.5 0.3 0.33
C -3.723 -0.750 -5.942 0.7 0.3 -1.3 -1.57
C -4.018 0.614 -5.139 -0.9 -2.9 1.9 1.39
C -3.716 0.355 -3.635 2.3 -0.3 -0.3 -1.59
C -2.150 0.376 -3.256 -2.2 0.4 0.0 -0.21
C -1.504 1.622 -3.841 -0.7 -0.2 -0.7 -1.16
C -1.809 1.887 -5.367 1.7 0.2 1.2 1.60
N -3.281 1.773 -5.654 2.3 -3.7 -0.7 0.49
O -3.553 1.948 -6.978 0.0 1.0 0.8 -0.31
C -1.316 3.292 -5.666 -0.3 1.0 -0.9 -1.89
C -0.855 0.947 -6.217 -1.7 -0.4 -0.6 -1.63
C -5.541 0.699 -5.237 -0.5 1.5 0.2 -1.74
H -4.446 -1.557 -5.827 -0.4 0.5 1.1 0.45
H -2.754 -1.233 -5.814 0.1 0.5 0.3 0.30
H -3.868 -0.585 -7.009 0.4 0.5 -0.1 0.47
H -4.238 1.075 -3.005 0.0 0.1 0.0 0.37
H -4.089 -0.646 -3.419 -0.2 0.2 0.0 0.53
H -1.587 -0.529 -3.485 -0.3 -0.1 -0.5 0.41
H -2.176 0.376 -2.166 0.3 0.4 0.0 0.05
H -0.425 1.489 -3.760 0.0 0.5 -0.1 0.52
H -1.825 2.545 -3.358 0.1 -0.2 0.5 0.35
H -0.377 3.480 -5.144 -0.2 -0.1 0.1 0.42
H -1.110 3.442 -6.726 0.0 -0.2 -0.1 0.46
H -2.014 4.092 -5.425 -0.1 -0.1 0.4 0.45
H 0.172 1.300 -6.313 -0.1 0.2 1.0 0.40
H -0.948 -0.056 -5.801 0.5 0.0 -0.3 0.33
H -1.137 0.955 -7.270 -0.5 -0.3 0.0 0.45
H -5.964 0.402 -6.197 0.1 0.5 -0.1 0.38
H -5.776 1.706 -4.893 -0.5 0.4 -0.7 0.50
H -6.093 0.146 -4.477 0.7 -0.6 0.0 0.41
H -4.105 2.724 -6.859 -0.9 0.8 -1.2 0.40
```
Forces are in eV/Å.

=====

Below is a 4-piece molecular cluster, C19H44BO17P3 overall at a distorted geometry, with properties calculated with ωB97M-V with the def2-TZVPD basis set.

Results
- Molecular weight: 648.3 g mol⁻¹
- Highest occupied orbital energy: -10.268 eV
- Calculated total energy: -83774.755 eV
- SMILES: CB(O)[C@]1(CCCCOC=O)CCOC1=O.COP(=O)(OC)OC.COP(=O)(OC)OC.COP(=O)(OC)OC
- Net charge: 0
- Energy above the lowest of the compared OMol25 structures with the same formula, charge and spin: 0.000 eV
- HOMO-LUMO gap: 10.3 eV

```
84
Properties=species:S:1:pos:R:3:forces:R:3:mulliken_charge:R:1
C -0.105 -4.969 0.893 0.5 -0.1 -0.2 -0.91
B 0.558 -5.133 -0.516 0.0 0.3 0.7 0.27
O -0.011 -6.030 -1.414 -0.1 0.3 0.4 -0.56
C 1.850 -4.290 -0.950 0.0 -1.2 -0.3 1.26
C 1.718 -2.788 -0.706 -0.5 0.1 -0.1 -1.36
C 0.441 -2.168 -1.318 0.7 0.0 0.1 -0.54
C 0.767 -0.926 -2.146 -0.3 -0.3 0.2 -1.13
C 1.193 0.269 -1.301 -0.8 0.5 -0.4 -0.24
O 2.611 0.475 -1.330 0.3 -0.8 0.2 -0.38
C 3.280 0.134 -0.213 -0.2 0.4 1.1 0.17
O 2.875 0.285 0.915 0.1 -0.4 -1.0 -0.47
C 2.304 -4.698 -2.368 1.0 0.3 0.5 -0.71
C 3.736 -4.172 -2.361 -0.9 1.0 -0.6 -0.58
O 4.188 -4.445 -1.044 0.4 -0.6 0.5 -0.36
C 3.127 -4.755 -0.235 -0.1 -0.4 1.1 -0.09
O 3.250 -5.301 0.840 0.0 0.9 -1.4 -0.59
H -0.134 -5.953 1.359 -0.2 -0.1 0.1 0.33
H -1.130 -4.620 0.787 -0.2 0.0 0.0 0.31
H 0.453 -4.309 1.549 0.0 0.1 0.2 0.28
H -0.491 -5.546 -2.087 0.1 -0.1 -0.6 0.28
H 1.741 -2.604 0.364 0.0 0.0 0.2 0.61
H 2.582 -2.277 -1.121 0.2 0.1 0.0 0.28
H -0.232 -1.915 -0.503 -0.3 0.1 0.0 0.42
H -0.074 -2.880 -1.961 -0.1 -0.2 -0.1 0.34
H 1.550 -1.180 -2.858 0.1 0.1 -0.2 0.37
H -0.116 -0.663 -2.722 -0.1 0.2 -0.1 0.45
H 0.737 1.166 -1.705 0.1 0.2 -0.1 0.45
H 0.814 0.163 -0.290 0.3 0.0 0.3 0.19
H 4.267 -0.291 -0.414 0.1 0.2 -0.3 0.42
H 2.430 -5.777 -2.334 -0.5 -0.3 -0.4 0.46
H 1.695 -4.391 -3.208 -0.1 0.1 -0.1 0.40
H 4.383 -4.567 -3.135 0.3 -0.5 0.3 0.44
H 3.724 -3.092 -2.528 0.2 0.1 0.1 0.22
C -2.650 3.578 2.897 -0.1 0.0 0.0 -0.69
O -1.305 3.606 2.413 0.0 0.0 0.0 -0.28
P -0.108 3.500 3.461 0.1 0.0 0.0 0.80
O -0.107 2.268 4.251 -0.2 0.0 0.1 -0.70
O -0.142 4.845 4.303 -0.1 0.0 0.0 0.07
C -0.917 4.903 5.507 -0.1 0.0 0.1 -0.95
O 1.141 3.779 2.559 0.0 0.1 -0.1 -0.40
C 1.572 2.747 1.645 0.0 0.2 -0.1 -0.79
H -3.272 3.116 2.135 0.0 0.0 0.0 0.27
H -2.732 2.996 3.817 0.0 0.0 0.0 0.36
H -2.997 4.597 3.070 0.0 0.0 0.0 0.22
H -1.212 3.909 5.841 0.1 0.0 0.0 0.42
H -1.804 5.511 5.332 0.0 0.0 0.0 0.35
H -0.314 5.369 6.283 0.1 0.0 0.0 0.31
H 1.561 3.162 0.638 0.0 0.0 0.0 0.31
H 0.925 1.875 1.689 0.0 0.0 0.1 0.37
H 2.579 2.454 1.909 0.0 0.0 0.1 0.33
C -2.641 -6.879 -6.983 0.0 0.0 -0.1 -0.70
O -2.702 -6.980 -5.558 0.0 0.0 0.0 -0.24
P -3.699 -8.042 -4.906 -0.1 0.0 0.1 1.02
O -3.427 -9.429 -5.281 0.0 0.0 -0.2 -0.66
O -5.162 -7.525 -5.220 0.1 0.0 0.0 -0.34
C -5.834 -7.969 -6.405 -0.1 -0.1 -0.1 -0.68
O -3.597 -7.679 -3.383 0.0 0.1 0.0 -0.33
C -2.397 -8.041 -2.675 0.0 -0.1 0.1 -0.50
H -1.631 -6.588 -7.256 0.0 0.0 0.0 0.27
H -2.873 -7.832 -7.461 0.0 0.0 0.0 0.35
H -3.339 -6.113 -7.324 0.0 0.0 0.0 0.24
H -5.339 -8.835 -6.844 0.0 0.0 0.1 0.36
H -5.864 -7.154 -7.128 0.0 0.0 0.0 0.26
H -6.850 -8.244 -6.133 0.0 0.0 0.1 0.26
H -1.966 -7.145 -2.247 0.0 0.0 0.0 0.06
H -1.668 -8.517 -3.328 0.0 0.0 0.0 0.32
H -2.662 -8.728 -1.875 0.0 0.0 0.0 0.33
C 0.514 7.839 4.553 0.0 0.0 -0.1 -0.59
O 1.320 9.000 4.781 0.0 0.1 0.0 -0.35
P 1.048 10.298 3.902 0.1 0.0 0.0 1.00
O -0.300 10.853 4.047 -0.2 -0.1 0.0 -0.66
O 1.478 9.932 2.424 0.0 0.0 0.1 -0.34
C 0.511 9.391 1.515 -0.1 0.0 -0.1 -0.65
O 2.245 11.227 4.316 0.1 0.0 0.0 -0.33
C 2.216 11.835 5.616 0.1 0.1 0.1 -0.67
H 0.417 7.306 5.492 0.1 0.1 0.1 0.16
H -0.482 8.107 4.194 0.0 0.0 0.0 0.40
H 1.005 7.192 3.829 0.0 0.0 0.0 0.30
H -0.505 9.529 1.884 0.0 0.1 0.0 0.35
H 0.711 8.330 1.369 0.0 0.0 0.0 0.25
H 0.615 9.909 0.565 0.0 0.0 0.0 0.26
H 3.115 11.538 6.153 0.0 0.0 0.0 0.26
H 1.338 11.534 6.185 0.0 0.0 0.0 0.33
H 2.208 12.915 5.491 0.0 0.0 0.0 0.26
```
Forces are in eV/Å.

=====

What is the formula in the second record?
C3H10N3OPS